2 unconnected molecules or ions with the total composition C20H27BrF9N2O9S2 in a non-equilibrium geometry, computed with ωB97M-V with the def2-TZVPD basis set.

The total charge is +1. The value obtained for the frontier orbital gap is 8.689 eV. The spin multiplicity is 1. The value obtained for the HOMO energy is -11.30 eV.

XYZ file:
```
70
C20H27BrF9N2O9S2 (ωB97M-V with the def2-TZVPD basis set)
C -3.962 3.361 -4.375
C -3.068 2.333 -3.702
O -2.266 1.716 -4.703
C -1.432 0.669 -4.251
C 0.028 0.983 -4.594
O 0.854 1.277 -3.451
C 1.142 0.244 -2.593
C 1.695 0.837 -1.275
S 0.239 1.488 -0.398
O -0.715 2.003 -1.325
O -0.140 0.515 0.592
C 0.934 2.971 0.575
F 0.759 2.653 1.864
F 2.253 3.065 0.323
C 0.255 4.365 0.355
F 0.548 5.090 1.454
F -1.064 4.178 0.297
C 0.719 5.260 -0.834
F 0.012 6.394 -0.733
F 2.022 5.521 -0.658
C 0.544 4.724 -2.273
F 0.966 5.631 -3.138
F -0.724 4.428 -2.525
F 1.287 3.608 -2.411
C 2.446 -0.244 -0.450
C 2.857 0.089 0.980
C 3.012 -1.052 1.970
O 3.411 -0.921 3.049
Br 2.336 -2.819 1.450
C 3.672 -0.673 -1.289
O 4.613 -1.395 -0.565
O 3.182 -1.577 -2.289
S 2.385 -0.856 -3.470
O 1.658 -1.900 -4.115
O 3.285 0.017 -4.153
H -4.702 2.880 -5.021
H -4.486 3.953 -3.619
H -3.361 4.042 -4.984
H -3.672 1.565 -3.194
H -2.425 2.809 -2.944
H -1.739 -0.270 -4.733
H -1.542 0.539 -3.166
H 0.049 1.900 -5.187
H 0.492 0.186 -5.186
H 0.304 -0.443 -2.394
H 2.344 1.675 -1.549
H 1.782 -1.116 -0.442
H 2.145 0.740 1.486
H 3.825 0.608 1.009
H 4.136 0.183 -1.801
H 5.422 -0.878 -0.460
C -1.126 -6.644 5.721
C -2.451 -6.041 5.302
N -2.309 -4.672 4.768
C -3.355 -3.898 4.316
C -2.832 -2.716 3.916
N -1.475 -2.782 4.131
C -1.187 -3.972 4.649
C -0.494 -1.732 3.841
H -0.645 -6.059 6.506
H -1.309 -7.640 6.118
H -0.441 -6.743 4.878
H -3.137 -5.984 6.145
H -2.921 -6.638 4.522
H -4.365 -4.267 4.320
H -3.289 -1.837 3.498
H -0.200 -4.308 4.911
H 0.221 -2.105 3.113
H 0.018 -1.447 4.757
H -1.017 -0.872 3.434
```

A molecular structure, C20H27BrHfNO2P in a non-equilibrium geometry, computed with ωB97M-V with the def2-TZVPD basis set.

The total charge is +2. The value obtained for the frontier orbital gap (spin up / spin down) is 6.166 / 6.169 eV. Its energy above the lowest of the compared OMol25 structures with the same formula, charge and spin is 26.9 kcal per mole. The spin multiplicity is 1. The value obtained for the HOMO energy (spin up / spin down) is -13.46 / -13.46 eV.

XYZ file:
```
53
C20H27BrHfNO2P (ωB97M-V with the def2-TZVPD basis set)
C 0.817 3.871 -2.881
C -0.425 3.334 -3.275
C -0.807 2.084 -2.767
C 0.057 1.488 -1.878
C 1.275 1.935 -1.466
C 1.653 3.206 -1.978
C -2.046 1.245 -3.135
C -2.024 0.130 -2.049
N -2.241 -1.332 -2.193
Hf -0.875 -1.206 -0.608
C 2.161 1.203 -0.437
P 2.594 -0.566 -0.566
H -1.062 3.837 -4.006
H 2.583 3.662 -1.626
H 1.130 4.827 -3.303
H 1.689 1.295 0.556
H 3.127 1.732 -0.392
H -2.980 1.825 -3.049
H -2.002 0.864 -4.167
H -0.805 0.112 -1.910
C 4.106 -0.694 -1.507
C 1.315 -1.638 -1.324
H -2.470 0.561 -1.133
C -1.930 -1.803 -3.585
C -3.530 -1.832 -1.609
H 2.957 -1.034 0.722
H -2.490 -2.735 -3.789
H -2.269 -1.044 -4.304
H -0.840 -1.987 -3.714
H -4.035 -2.422 -2.386
H -3.371 -2.492 -0.716
H -4.182 -1.002 -1.279
H 1.794 -2.441 -1.912
H 0.722 -2.228 -0.530
H 0.706 -1.076 -2.087
H 4.040 -0.063 -2.402
H 4.939 -0.356 -0.870
H 4.282 -1.741 -1.796
H -1.919 -2.354 0.203
Br 0.158 3.109 1.815
C -0.277 1.918 3.231
C -0.108 2.292 4.563
C -0.545 1.440 5.588
C -1.132 0.199 5.304
C -1.259 -0.211 3.987
C -0.817 0.647 2.977
C -0.760 0.129 1.614
O -1.474 0.585 0.652
O -0.001 -0.890 1.365
H 0.343 3.255 4.784
H -0.451 1.770 6.624
H -1.480 -0.452 6.111
H -1.680 -1.171 3.703
```

A molecular structure, C20H27BrN4O2RuS2Se2Te2, computed with ωB97M-V with the def2-TZVPD basis set.

The total charge is -1. Its expectation value of S² is 0.759. The value obtained for the frontier orbital gap (spin up / spin down) is 6.326 / 6.028 eV. Its energy above the lowest of the compared OMol25 structures with the same formula, charge and spin is 0.0 kcal per mole. The spin multiplicity is 2. The value obtained for the HOMO energy (spin up / spin down) is -4.17 / -4.15 eV.

XYZ file:
```
61
C20H27BrN4O2RuS2Se2Te2 (ωB97M-V with the def2-TZVPD basis set)
Ru -3.274 0.728 1.304
Se -4.502 0.512 3.351
Te -6.025 -1.477 3.005
Te -7.214 -0.277 0.913
Se -5.071 0.000 -0.349
Br -2.358 -2.355 3.563
C -2.472 -2.456 1.683
C -2.439 -3.721 1.112
C -2.296 -3.819 -0.259
C -2.114 -2.659 -0.994
C -2.203 -1.448 -0.341
N -2.460 -1.337 0.976
C -1.828 -0.155 -1.045
O -1.183 -0.245 -2.096
O -2.090 0.918 -0.423
H -2.500 -4.592 1.746
H -2.276 -4.790 -0.737
H -1.906 -2.656 -2.054
S -3.619 3.044 1.337
C -2.091 2.986 2.148
C -1.279 4.019 2.619
C -0.092 3.688 3.237
C 0.289 2.353 3.365
C -0.556 1.382 2.869
N -1.719 1.697 2.298
H -1.594 5.046 2.493
H 0.555 4.471 3.615
H 1.234 2.070 3.804
H -0.311 0.328 2.922
C 2.266 2.223 -3.249
C 2.227 3.498 -2.408
C 2.435 3.292 -0.907
C 1.269 2.654 -0.158
N 1.043 1.262 -0.495
C 1.621 0.220 0.122
S 2.768 0.387 1.350
N 1.196 -0.987 -0.317
C 1.610 -2.260 0.236
C 2.878 -2.813 -0.410
C 2.795 -2.954 -1.927
C 1.684 -3.888 -2.397
H 2.273 2.464 -4.314
H 1.407 1.580 -3.066
H 3.165 1.644 -3.029
H 1.276 4.016 -2.572
H 3.007 4.175 -2.769
H 2.621 4.266 -0.442
H 3.329 2.687 -0.729
H 0.338 3.186 -0.372
H 1.452 2.717 0.914
H 0.286 1.061 -1.138
H 0.513 -0.990 -1.065
H 0.774 -2.953 0.107
H 1.774 -2.131 1.306
H 3.094 -3.788 0.041
H 3.703 -2.147 -0.147
H 3.756 -3.318 -2.299
H 2.651 -1.965 -2.371
H 1.772 -4.871 -1.925
H 1.717 -4.030 -3.478
H 0.697 -3.492 -2.152
```

A molecular structure, C20H27BrN5O5SnTe in a non-equilibrium geometry, computed with ωB97M-V with the def2-TZVPD basis set.

The total charge is +1. The value obtained for the frontier orbital gap is 8.425 eV. The spin multiplicity is 1. The value obtained for the HOMO energy is -11.08 eV.

XYZ file:
```
60
C20H27BrN5O5SnTe (ωB97M-V with the def2-TZVPD basis set)
Sn 1.480 1.250 1.233
O 0.771 -0.604 -1.162
C -0.347 -0.015 -0.942
O -0.482 0.808 -0.022
C -1.620 -0.122 -1.878
C -2.835 -0.106 -0.946
C -4.196 -0.099 -1.627
C -4.351 -1.561 -2.073
C -3.007 -2.125 -1.708
O -2.713 -1.474 -0.456
C -1.965 -1.463 -2.619
C -0.665 -2.186 -2.814
O 0.029 -2.109 -3.791
O -0.334 -2.985 -1.780
H -1.603 0.712 -2.506
H -2.785 0.511 -0.090
H -4.210 0.516 -2.529
H -4.921 0.236 -0.908
H -4.534 -1.720 -3.134
H -5.075 -2.188 -1.499
H -2.888 -3.247 -1.659
H -2.381 -1.216 -3.596
C -1.266 6.003 0.242
N -0.690 4.675 -0.198
C -1.670 3.818 -0.813
C 0.346 4.140 0.509
N 0.951 3.066 0.073
N 0.757 4.889 1.570
C 1.965 4.603 2.265
N 2.353 5.673 3.054
N 2.502 3.460 2.165
H -1.945 6.322 -0.558
H -0.514 6.780 0.357
H -1.871 5.873 1.118
H -2.632 4.341 -0.669
H -1.713 2.829 -0.390
H -1.366 3.717 -1.843
H 0.547 2.725 -0.789
H 0.135 5.513 2.060
H 2.451 6.583 2.608
H 3.069 5.497 3.735
H 3.385 3.409 2.646
Br -0.233 1.702 3.124
C 1.591 -5.047 -0.851
Te 1.531 -2.929 -1.396
C 1.463 -2.637 0.752
C 2.326 -3.747 1.175
C 3.198 -3.637 2.247
C 4.040 -4.719 2.580
C 3.988 -5.927 1.938
C 3.178 -6.000 0.817
C 2.399 -4.945 0.400
H 2.052 -5.666 -1.626
H 0.534 -5.426 -0.659
H 0.419 -2.795 1.057
H 2.024 -1.672 0.976
H 3.135 -2.828 2.878
H 4.573 -4.619 3.482
H 4.480 -6.926 2.240
H 3.141 -6.910 0.229
```

A molecular structure, C20H27CaN4O9 in a non-equilibrium geometry, computed with ωB97M-V with the def2-TZVPD basis set.

The total charge is +1. The value obtained for the frontier orbital gap is 1.905 eV. The spin multiplicity is 1. The value obtained for the HOMO energy is -9.10 eV.

XYZ file:
```
61
C20H27CaN4O9 (ωB97M-V with the def2-TZVPD basis set)
Ca -3.666 -0.793 2.641
N 0.078 -0.582 1.655
O 1.236 -0.492 1.384
O -0.314 -1.167 2.621
O -0.813 -0.114 0.975
C -4.859 6.716 4.580
C -3.616 6.313 3.737
C -2.319 6.368 4.615
O -1.885 5.105 4.767
C -2.700 4.289 4.119
O -2.661 3.056 4.109
O -3.631 5.001 3.430
H -5.807 6.467 4.104
H -4.771 7.755 4.896
H -4.771 6.150 5.507
H -3.637 7.049 2.934
H -2.590 6.842 5.558
H -1.475 6.886 4.160
C -1.304 -6.017 -3.624
C -1.572 -4.520 -3.697
C -2.857 -3.922 -4.466
O -3.553 -3.121 -3.552
C -3.127 -3.405 -2.303
O -3.542 -2.905 -1.301
O -2.025 -4.219 -2.341
H -1.149 -6.338 -4.654
H -2.135 -6.606 -3.234
H -0.389 -6.215 -3.066
H -0.653 -3.942 -3.788
H -3.508 -4.757 -4.726
H -2.534 -3.401 -5.367
N -1.334 1.940 -3.351
C -2.179 2.721 -4.083
C -2.109 2.309 -5.386
C -1.107 1.316 -5.518
C -0.609 1.197 -4.236
H -1.169 2.084 -2.365
H -2.745 3.559 -3.702
H -2.787 2.558 -6.189
H -0.808 0.695 -6.350
H 0.216 0.599 -3.878
N 4.153 -1.460 4.824
C 3.577 -0.753 5.853
C 4.545 -0.748 6.900
C 5.627 -1.606 6.553
C 5.411 -1.912 5.198
H 3.684 -1.624 3.944
H 2.554 -0.409 5.803
H 4.404 -0.275 7.861
H 6.548 -1.858 7.057
H 6.008 -2.449 4.475
N 3.768 -2.433 -2.408
C 4.160 -3.198 -3.453
C 5.076 -2.555 -4.253
C 5.069 -1.270 -3.789
C 4.368 -1.226 -2.599
H 3.193 -2.717 -1.627
H 3.801 -4.216 -3.502
H 5.456 -2.893 -5.205
H 5.616 -0.481 -4.284
H 4.162 -0.379 -1.962
```

A single C20H27ClFN3O2 molecule, computed with ωB97M-V with the def2-TZVPD basis set.

The value obtained for the frontier orbital gap is 9.312 eV. Its energy above the lowest of the compared OMol25 structures with the same formula, charge and spin is 20.0 kcal per mole. The spin multiplicity is 1. The value obtained for the HOMO energy is -8.71 eV.

XYZ file:
```
54
C20H27ClFN3O2 (ωB97M-V with the def2-TZVPD basis set)
O -1.336 -1.668 -1.808
C -1.080 -0.583 -1.323
C 0.243 0.131 -1.612
C 0.982 0.609 -0.339
C 0.640 2.073 -0.076
O -0.477 2.414 0.288
N 1.596 2.987 -0.303
C 2.961 2.730 -0.707
C 3.052 1.320 -1.298
N 2.402 0.333 -0.466
C 3.076 0.070 0.797
C 4.436 -0.518 0.539
C 5.605 0.164 0.853
F 5.509 1.396 1.404
C 6.866 -0.353 0.621
C 6.972 -1.606 0.044
C 5.834 -2.317 -0.293
C 4.581 -1.776 -0.047
Cl 3.176 -2.673 -0.474
N -1.907 0.100 -0.520
C -3.204 -0.401 -0.105
C -4.290 0.597 -0.524
C -5.646 -0.038 -0.841
C -6.076 -1.164 0.104
C -5.733 -0.930 1.577
C -4.344 -1.451 1.948
C -3.183 -0.619 1.412
H 0.886 -0.580 -2.132
H 0.037 0.970 -2.281
H 0.599 0.030 0.509
H 1.338 3.945 -0.105
H 3.632 2.830 0.156
H 3.259 3.473 -1.452
H 2.560 1.300 -2.273
H 4.099 1.042 -1.436
H 2.478 -0.671 1.336
H 3.170 0.961 1.436
H 7.735 0.225 0.890
H 7.945 -2.028 -0.146
H 5.910 -3.293 -0.745
H -1.618 1.000 -0.146
H -3.336 -1.354 -0.627
H -3.948 1.126 -1.416
H -4.402 1.342 0.266
H -5.624 -0.441 -1.855
H -6.399 0.754 -0.822
H -7.156 -1.291 0.001
H -5.615 -2.101 -0.212
H -5.815 0.130 1.821
H -6.462 -1.464 2.192
H -4.259 -1.484 3.038
H -4.248 -2.476 1.582
H -2.251 -1.130 1.670
H -3.170 0.358 1.901
```

A molecular structure, C20H27FIN3O3Ti in a non-equilibrium geometry, computed with ωB97M-V with the def2-TZVPD basis set.

The total charge is +2. The value obtained for the frontier orbital gap (spin up / spin down) is 5.737 / 5.745 eV. The spin multiplicity is 1. The value obtained for the HOMO energy (spin up / spin down) is -13.83 / -13.83 eV.

XYZ file:
```
56
C20H27FIN3O3Ti (ωB97M-V with the def2-TZVPD basis set)
C -1.045 1.104 -6.045
C -1.410 -1.575 -6.159
H -2.020 1.550 -5.831
H -1.048 0.716 -7.071
H -0.265 1.879 -5.974
H -1.486 -2.616 -5.836
H -2.280 -1.305 -6.761
H -0.498 -1.441 -6.773
Ti -0.341 -0.341 -4.626
C 1.407 -0.022 -5.814
H 1.874 -1.006 -5.991
H 2.077 0.540 -5.139
H 1.319 0.522 -6.764
I -2.965 -0.663 -4.057
F -0.422 3.728 0.901
C -0.169 2.378 0.824
C -0.045 1.800 -0.416
C 0.229 0.406 -0.511
C 0.317 -0.283 -1.758
O 0.103 0.358 -2.889
C 0.638 -1.673 -1.737
C 0.874 -2.314 -0.536
N 0.652 -1.711 0.661
C 0.799 -2.457 1.843
C 0.748 -3.948 1.819
C 2.060 -3.256 1.978
C 0.418 -0.325 0.695
C 0.435 0.333 1.931
C 0.053 1.684 2.049
N -0.026 2.303 3.286
C 0.812 1.856 4.396
C -0.035 1.081 5.392
N -1.154 1.987 5.781
C -2.005 2.533 4.692
C -1.083 3.221 3.689
C 0.761 -2.558 -2.949
O 1.221 -3.687 -2.822
O 0.340 -2.056 -4.094
H -0.146 2.380 -1.325
H 1.177 -3.355 -0.495
H 0.353 -2.014 2.732
H 0.333 -4.413 2.707
H 0.548 -4.451 0.877
H 2.727 -3.261 1.113
H 2.517 -3.280 2.969
H 0.720 -0.207 2.835
H 1.256 2.739 4.891
H 1.619 1.232 4.005
H -0.491 0.187 4.959
H 0.521 0.810 6.293
H -1.745 1.521 6.473
H -0.709 2.802 6.213
H -2.720 3.231 5.136
H -2.547 1.689 4.260
H -0.613 4.098 4.167
H -1.640 3.551 2.810
```

3 unconnected molecules or ions with the total composition C20H27FN4O9P in a non-equilibrium geometry, computed with ωB97M-V with the def2-TZVPD basis set.

The total charge is +1. The value obtained for the frontier orbital gap is 7.764 eV. Its energy above the lowest of the compared OMol25 structures with the same formula, charge and spin is 0.0 kcal per mole. The spin multiplicity is 1. The value obtained for the HOMO energy is -11.58 eV.

XYZ file:
```
62
C20H27FN4O9P (ωB97M-V with the def2-TZVPD basis set)
C 1.606 0.809 1.246
P 1.614 2.255 0.161
C 1.759 1.451 -1.453
N -0.125 2.783 0.094
C -0.753 3.474 1.024
N -0.527 3.182 2.310
N -1.706 4.439 0.710
C -1.296 5.500 -0.235
C 0.208 5.716 -0.348
F 0.386 6.944 -0.929
C -3.011 3.816 0.350
C -3.411 2.709 1.328
C -3.104 1.272 0.934
N -3.435 0.913 -0.374
O -2.661 0.489 1.747
H 1.389 1.070 2.280
H 2.639 0.452 1.212
H 0.971 -0.014 0.912
H 1.079 0.619 -1.639
H 2.778 1.051 -1.440
H 1.709 2.183 -2.261
H -0.398 3.072 -0.841
H -0.478 3.910 3.005
H -0.397 2.221 2.589
H -1.713 6.434 0.147
H -1.736 5.348 -1.227
H 0.694 5.728 0.633
H 0.712 4.992 -0.990
H -3.762 4.604 0.380
H -2.965 3.473 -0.692
H -2.950 2.877 2.296
H -4.491 2.761 1.485
H -2.862 1.363 -1.078
H -3.312 -0.089 -0.483
C 1.926 -3.980 1.352
C 2.313 -4.921 2.232
C 3.706 -4.942 2.838
O 3.930 -5.831 3.636
C 4.658 -3.928 2.435
C 4.268 -3.000 1.552
C 2.869 -2.965 0.971
O 2.622 -2.047 0.198
O 5.052 -2.029 1.101
O 1.537 -5.896 2.655
H 0.934 -3.954 0.923
H 5.653 -3.957 2.855
H 4.512 -1.533 0.455
H 2.071 -6.423 3.286
C -1.690 -4.010 -3.691
C -2.153 -2.754 -3.771
C -1.797 -1.690 -2.752
O -2.274 -0.579 -2.945
C -0.950 -2.041 -1.639
C -0.489 -3.302 -1.553
C -0.826 -4.363 -2.590
O -0.331 -5.457 -2.402
O 0.285 -3.748 -0.589
O -2.950 -2.326 -4.734
H -1.939 -4.771 -4.416
H -0.717 -1.286 -0.900
H 0.458 -4.691 -0.801
H -3.131 -1.382 -4.558
```